1.
Below is a molecular structure, C35H32MnN6OP2Se3 in a non-equilibrium geometry, with properties calculated with wB97M-V/def2-TZVPD.

Cartesian coordinates (Å):
Mn1 0.284 0.313 0.477
Se1 -0.934 4.424 -5.090
P1 -0.603 5.043 -3.104
C1 0.967 5.951 -2.945
C2 1.160 7.302 -2.687
C3 2.443 7.841 -2.680
C4 3.541 7.038 -2.933
C5 3.357 5.686 -3.193
C6 2.083 5.150 -3.204
C7 -2.084 5.871 -2.438
C8 -3.177 5.010 -2.301
C9 -4.404 5.486 -1.876
C10 -4.567 6.835 -1.587
C11 -3.494 7.697 -1.724
C12 -2.258 7.219 -2.150
C13 -0.364 3.752 -1.863
C14 -0.330 2.367 -1.815
N1 -0.182 2.049 -0.516
N2 -0.102 3.176 0.200
N3 -0.211 4.206 -0.594
P2 -0.416 1.013 -3.016
Se2 -0.261 -0.902 -2.073
C15 -2.065 1.182 -3.757
C16 -2.389 1.189 -5.108
C17 -3.713 1.295 -5.513
C18 -4.726 1.403 -4.574
C19 -4.412 1.389 -3.221
C20 -3.093 1.273 -2.816
C21 1.048 1.218 -4.069
C22 2.241 1.226 -3.341
C23 3.460 1.330 -3.992
C24 3.503 1.412 -5.378
C25 2.325 1.388 -6.105
C26 1.102 1.293 -5.455
H1 0.336 7.959 -2.483
H2 2.576 8.896 -2.475
H3 4.537 7.463 -2.931
H4 4.207 5.046 -3.394
H5 1.952 4.097 -3.425
H6 -3.067 3.958 -2.541
H7 -5.237 4.801 -1.777
H8 -5.528 7.211 -1.261
H9 -3.610 8.750 -1.503
H10 -1.451 7.922 -2.246
H11 -1.628 1.123 -5.862
H12 -3.948 1.306 -6.569
H13 -5.755 1.496 -4.894
H14 -5.196 1.470 -2.479
H15 -2.854 1.255 -1.759
H16 2.221 1.138 -2.261
H17 4.375 1.337 -3.414
H18 4.454 1.491 -5.888
H19 2.351 1.456 -7.185
H20 0.206 1.303 -6.047
C27 4.205 -0.578 0.472
C28 3.064 -1.073 1.357
C29 2.978 -2.596 1.296
C30 3.293 -0.620 2.797
O1 1.866 -0.543 0.891
H21 5.181 -0.932 0.817
H22 4.214 0.515 0.470
H23 4.051 -0.926 -0.552
H24 3.893 -3.076 1.656
H25 2.803 -2.912 0.266
H26 2.143 -2.942 1.910
H27 4.236 -0.997 3.200
H28 2.478 -0.981 3.431
H29 3.307 0.471 2.840
Se3 -0.947 1.202 4.405
N4 -2.377 0.196 4.622
C31 -2.561 -0.432 3.476
C32 -3.617 -1.362 3.144
C33 -3.621 -1.875 1.905
C34 -2.586 -1.509 0.941
N5 -1.630 -0.695 1.195
C35 -1.608 -0.138 2.457
N6 -0.661 0.715 2.751
H30 -4.369 -1.621 3.878
H31 -4.389 -2.571 1.597
H32 -2.592 -1.932 -0.062

## Properties
Expectation value of S²: 8.757
Spin multiplicity: 6
Total energy, eV: -293740.5502
LUMO (spin up / spin down), eV: -1.75 / -1.76

=====

2.
Below is 2 unconnected molecules or ions with the total composition C8H20N2P in a non-equilibrium geometry, with properties calculated with wB97M-V/def2-TZVPD.

Cartesian coordinates (Å):
C1 0.905 0.228 1.267
C2 -0.711 0.592 -2.729
C3 0.339 -0.780 2.244
C4 -1.023 1.735 -2.196
C5 2.414 0.425 1.397
C6 -1.377 -0.662 -2.684
C7 -1.091 -0.322 2.670
C8 -0.172 2.947 -2.139
N1 0.830 -0.295 -0.101
N2 0.378 -2.090 1.719
P1 0.116 -1.681 -0.295
H1 0.292 1.108 1.366
H2 0.292 0.473 -3.346
H3 0.874 -0.694 3.242
H4 -1.969 1.981 -1.668
H5 2.731 1.374 1.048
H6 3.082 -0.431 1.003
H7 2.610 0.389 2.480
H8 -1.614 -1.190 -3.598
H9 -2.356 -0.772 -2.093
H10 -0.765 -1.325 -2.014
H11 -1.124 0.553 3.296
H12 -1.668 -1.072 3.089
H13 -1.644 -0.058 1.598
H14 -0.323 3.661 -3.016
H15 0.870 2.813 -2.262
H16 -0.244 3.390 -1.106
H17 1.173 -2.722 1.895
H18 -0.516 -2.765 2.005
H19 0.831 -2.628 -1.037
H20 -1.141 -2.182 -0.033

## Properties
Relative energy (zero: lowest compared OMol25 entry of this formula, charge and spin), kJ/mol: 301.5
Total energy, eV: -20878.2903
LUMO, eV: -4.11
Net charge: +1

=====

3.
Below is 2 unconnected molecules or ions with the total composition C3H10NO2 in a non-equilibrium geometry, with properties calculated with wB97M-V/def2-TZVPD.

Cartesian coordinates (Å):
C1 -0.035 -0.545 0.625
C2 -0.459 -1.459 -0.478
C3 -0.166 -0.809 -1.798
O1 0.713 0.095 -1.822
N1 1.491 -0.076 0.570
H1 -0.603 0.422 0.780
H2 -0.019 -1.170 1.541
H3 0.313 -2.265 -0.421
H4 -1.391 -1.910 -0.192
H5 -1.030 -0.958 -2.544
H6 1.907 0.408 1.362
H7 2.145 -0.806 0.279
H8 1.443 0.539 -0.274
H9 -1.636 2.723 0.062
H10 -1.567 3.279 1.412
O2 -1.106 2.532 0.899

## Properties
Relative energy (zero: lowest compared OMol25 entry of this formula, charge and spin), kJ/mol: 181.6
Total energy, eV: -8850.4587
LUMO, eV: -3.89
Net charge: +1

=====

4.
Below is 2 unconnected molecules or ions with the total composition C4H14N2P in a non-equilibrium geometry, with properties calculated with wB97M-V/def2-TZVPD.

Cartesian coordinates (Å):
C1 -2.650 -0.381 0.455
C2 2.136 -0.111 0.440
C3 1.273 -1.199 -0.067
C4 -1.381 0.389 0.203
N1 1.040 -2.316 0.574
N2 1.933 1.104 -0.326
P1 -1.331 1.626 -0.988
H1 -3.135 -0.668 -0.475
H2 -3.368 0.185 1.051
H3 -2.414 -1.284 1.018
H4 1.922 0.092 1.495
H5 3.179 -0.487 0.400
H6 0.871 -1.092 -1.065
H7 -0.886 0.730 1.112
H8 1.372 -2.463 1.519
H9 0.507 -3.060 0.148
H10 2.379 1.892 0.132
H11 -1.585 1.096 -2.237
H12 2.336 1.023 -1.256
H13 -0.067 2.142 -1.041
H14 -2.128 2.780 -1.094

## Properties
Relative energy (zero: lowest compared OMol25 entry of this formula, charge and spin), kJ/mol: 337.6
Total energy, eV: -16634.6691
LUMO, eV: -4.23
Net charge: +1

=====

5.
Below is C2H4N4S2 in the gas phase in a non-equilibrium geometry, with properties calculated with wB97M-V/def2-TZVPD.

Cartesian coordinates (Å):
N1 -2.796 0.246 -0.066
N2 -1.742 1.089 0.020
C1 -0.572 0.683 -0.282
S1 0.730 1.890 -0.382
N3 2.194 1.066 -0.262
C2 2.299 -0.168 0.037
N4 1.266 -1.054 0.268
S2 -0.129 -0.974 -0.751
H1 -3.519 0.536 0.546
H2 -2.553 -0.768 0.110
H3 3.301 -0.551 0.214
H4 1.521 -1.994 0.548

## Properties
Structure (SMILES): N/N=C1/SN=CNS1
Relative energy (zero: lowest compared OMol25 entry of this formula, charge and spin), kJ/mol: 168.5
Total energy, eV: -29767.5830
LUMO, eV: 0.24

=====

6.
Below is a molecular structure, C4H10N4 in a non-equilibrium geometry, with properties calculated with wB97M-V/def2-TZVPD.

Cartesian coordinates (Å):
C1 1.042 1.056 1.306
C2 1.523 -0.697 -0.464
C3 -1.467 1.025 -1.184
C4 -1.266 -0.638 0.669
H1 -0.085 0.361 2.005
H2 2.205 0.492 1.788
H3 1.394 2.543 1.314
H4 0.779 -1.324 -1.009
H5 2.988 -1.944 -0.922
H6 -1.041 0.990 -2.380
H7 -1.715 2.177 -0.900
H8 -2.629 0.242 -1.301
H9 -0.598 -1.029 1.518
H10 -3.226 -0.736 -0.244
N1 0.663 0.486 -0.097
N2 2.962 -0.574 -0.483
N3 -0.619 0.267 -0.175
N4 -2.586 -1.072 0.494

## Properties
Relative energy (zero: lowest compared OMol25 entry of this formula, charge and spin), kJ/mol: 1226.4
Total energy, eV: -10258.1405
LUMO, eV: 0.23

=====

7.
Below is 2 unconnected molecules or ions with the total composition C2H10NS2 in a non-equilibrium geometry, with properties calculated with wB97M-V/def2-TZVPD.

Cartesian coordinates (Å):
C1 0.746 -1.336 -3.154
N1 1.003 -0.558 -1.871
H1 1.282 -2.271 -3.142
H2 0.969 -0.683 -3.994
H3 -0.319 -1.577 -3.194
H4 1.208 0.424 -2.076
H5 0.206 -0.622 -1.227
H6 1.831 -0.951 -1.432
C2 0.002 2.174 1.552
S1 0.420 0.399 1.438
S2 -1.224 -0.406 0.482
H7 0.783 2.776 1.097
H8 -0.958 2.312 1.056
H9 -0.082 2.446 2.607
H10 -1.779 -0.954 1.573

## Properties
Relative energy (zero: lowest compared OMol25 entry of this formula, charge and spin), kJ/mol: 38.6
Total energy, eV: -25390.1148
LUMO, eV: -3.52
Net charge: +1

=====

8.
Below is a molecular structure, C41H43FeGeN7O5PS2 in a non-equilibrium geometry, with properties calculated with wB97M-V/def2-TZVPD.

Cartesian coordinates (Å):
Fe1 -0.951 -0.023 0.740
O1 -2.653 0.888 -0.172
S1 -3.467 0.663 1.046
O2 -4.345 1.722 1.432
O3 -2.502 0.201 2.077
C1 -4.430 -0.777 0.670
C2 -5.813 -0.706 0.715
C3 -6.561 -1.840 0.445
C4 -5.923 -3.034 0.141
C5 -4.539 -3.091 0.088
C6 -3.769 -1.959 0.344
P1 -1.938 -2.064 0.196
C7 -1.653 -3.515 1.269
C8 -1.912 -3.317 2.627
C9 -1.741 -4.356 3.528
C10 -1.307 -5.600 3.085
C11 -1.064 -5.804 1.736
C12 -1.240 -4.766 0.827
C13 -1.700 -2.588 -1.528
C14 -0.474 -3.130 -1.917
C15 -0.221 -3.401 -3.252
C16 -1.177 -3.111 -4.216
C17 -2.382 -2.540 -3.840
C18 -2.643 -2.275 -2.503
H1 -6.282 0.235 0.968
H2 -7.642 -1.793 0.479
H3 -6.503 -3.925 -0.059
H4 -4.048 -4.025 -0.159
H5 -2.239 -2.343 2.974
H6 -1.948 -4.195 4.578
H7 -1.164 -6.407 3.792
H8 -0.747 -6.777 1.381
H9 -1.061 -4.943 -0.225
H10 0.295 -3.315 -1.177
H11 0.731 -3.827 -3.542
H12 -0.975 -3.314 -5.260
H13 -3.121 -2.285 -4.588
H14 -3.578 -1.805 -2.229
C19 2.438 -5.215 1.579
C20 1.904 -4.113 2.411
N1 1.802 -4.097 3.705
N2 1.230 -2.889 3.978
C21 0.995 -2.148 2.885
S2 0.302 -0.627 2.817
N3 1.443 -2.929 1.884
N4 1.367 -2.626 0.519
H15 2.504 -6.114 2.186
H16 3.433 -4.978 1.198
H17 1.777 -5.393 0.730
H18 1.017 -2.614 4.921
H19 2.312 -2.654 0.146
H20 1.038 -1.657 0.426
C22 2.058 7.207 -7.384
O4 3.357 6.901 -6.910
C23 3.465 6.389 -5.659
C24 4.758 6.016 -5.264
C25 4.972 5.478 -4.024
C26 3.897 5.274 -3.126
C27 2.609 5.681 -3.528
C28 2.398 6.233 -4.778
N5 4.186 4.683 -1.942
N6 3.151 4.473 -1.115
C29 2.625 3.312 -0.964
C30 3.021 2.095 -1.682
C31 2.370 0.923 -1.518
C32 1.239 0.797 -0.619
O5 0.658 -0.297 -0.330
C33 0.846 1.987 0.138
N7 -0.239 1.825 0.921
C34 -0.734 2.877 1.558
C35 -0.115 4.120 1.503
C36 1.019 4.281 0.730
C37 1.505 3.203 0.002
H21 2.178 7.513 -8.419
H22 1.610 8.026 -6.815
H23 1.404 6.333 -7.337
H24 5.570 6.160 -5.964
H25 5.964 5.181 -3.707
H26 1.780 5.569 -2.845
H27 1.399 6.537 -5.055
H28 3.855 2.166 -2.366
H29 2.686 0.033 -2.047
H30 -1.637 2.718 2.133
H31 -0.535 4.945 2.061
H32 1.523 5.235 0.653
C38 -1.390 2.177 -5.316
Ge1 -0.175 2.256 -3.756
C39 -0.741 3.769 -2.634
C40 1.630 2.521 -4.492
C41 -0.235 0.679 -2.700
H33 -1.382 3.116 -5.876
H34 -2.411 1.978 -4.989
H35 -1.080 1.376 -5.989
H36 -1.227 4.548 -3.224
H37 0.116 4.207 -2.127
H38 -1.447 3.418 -1.878
H39 1.651 3.380 -5.161
H40 1.930 1.639 -5.061
H41 2.357 2.690 -3.700
H42 0.322 -0.224 -2.923
H43 -0.861 0.636 -1.823

## Properties
Expectation value of S²: 0.788
Spin multiplicity: 2
Relative energy (zero: lowest compared OMol25 entry of this formula, charge and spin), kJ/mol: 0.0
Total energy, eV: -185742.3702
LUMO (spin up / spin down), eV: -0.61 / -0.64